Computed, not measured: a 9-piece molecular cluster, C47H108N8O9 overall in a non-equilibrium geometry, with ωB97M-V/def2-TZVPD.

Charge: 0
Calculated total energy: -80834.955 eV
SMILES: CC1(C)CCCC(C)(C)N1O.CC1(C)CCCC(C)(C)N1O.CC1(C)CCCC(C)(C)N1O.CC1(C)CCCC(C)(C)N1O.NC(N)=O.NC(N)=O.CC(C)O.CC(C)O.CC(C)O
Lowest unoccupied orbital energy: 0.4 eV
HOMO: -8.30 eV
Gap between HOMO and LUMO: 8.716 eV

Positions of all 172 atoms, in Å:
O: 16.1781 14.2396 15.8774
O: 12.1248 11.5285 14.2163
O: 17.0610 17.9297 10.4151
O: 22.2841 17.3522 9.1103
O: 19.2609 17.0114 9.5575
O: 16.1381 13.4055 13.1717
O: 17.0647 20.9844 16.1025
O: 15.4463 12.4947 8.0194
O: 18.4252 12.0933 15.7689
N: 11.1065 11.1741 13.3059
N: 18.2243 11.6137 14.4021
N: 16.4768 20.1073 10.9617
N: 18.6094 19.3752 11.1507
N: 15.4361 11.7364 10.1621
N: 17.4079 11.7324 8.8671
N: 17.7818 19.7476 16.4662
N: 23.1920 17.7000 10.1055
C: 16.0998 10.5685 14.8950
C: 18.7059 9.7504 12.2971
C: 17.0729 18.6219 15.9040
C: 23.4826 15.5188 10.8285
C: 24.3141 18.8474 12.4454
C: 15.7589 18.5010 16.7365
C: 16.8188 18.8690 14.3296
C: 19.8129 14.8470 8.3704
C: 19.3376 11.1320 12.3114
C: 17.5096 10.3046 14.4881
C: 10.1207 9.4029 11.9521
C: 15.4851 13.8421 18.0517
C: 19.6070 11.6102 13.7510
C: 20.1863 13.0624 13.7392
C: 18.1783 9.2919 15.3950
C: 16.2801 14.4854 12.2403
C: 12.5737 9.1749 12.5898
C: 18.8230 16.0898 8.4762
C: 13.9939 13.2308 16.1790
C: 24.4365 19.4459 11.1323
C: 11.1982 9.6863 13.0850
C: 11.1606 12.1444 12.2554
C: 23.6665 19.7027 8.8355
C: 12.5224 12.3136 11.5892
C: 10.8273 13.5327 12.8318
C: 17.3657 15.5629 8.6255
C: 20.6554 10.7570 14.4151
C: 19.9619 18.6501 16.4247
C: 17.5433 15.3417 12.3753
C: 17.4117 9.7092 13.0550
C: 24.2189 17.3286 12.2632
C: 10.9053 9.0336 14.3987
C: 15.0142 14.1903 16.6873
C: 17.3543 19.0732 10.8157
C: 19.2053 19.9320 15.9660
C: 10.3208 10.3288 10.7742
C: 23.2064 19.1346 10.2757
C: 19.8432 21.1346 16.7147
C: 17.8247 17.3513 16.1520
C: 19.3134 17.3906 15.8263
C: 10.1106 11.8061 11.1726
C: 15.0037 15.3163 12.2978
C: 21.9748 19.8293 10.7812
C: 21.7353 16.8937 12.0429
C: 16.0371 12.0190 8.9962
C: 19.4140 20.1659 14.4850
C: 23.1005 16.8677 11.3183
H: 19.5160 14.2669 7.5228
H: 21.3874 17.4270 9.4060
H: 24.5661 19.1721 8.5818
H: 17.0959 8.6958 13.2315
H: 13.3502 9.4571 13.3545
H: 19.8852 16.4944 16.0669
H: 16.0388 11.3954 10.8784
H: 17.5969 12.5680 15.9820
H: 20.8303 21.2938 16.3200
H: 18.8538 21.0506 14.1442
H: 24.4059 15.6810 10.2284
H: 20.0049 18.5033 17.5033
H: 14.8018 15.9454 11.4474
H: 14.5000 15.1824 16.6600
H: 20.8620 15.1742 8.2465
H: 22.7066 15.1603 10.1044
H: 12.9527 9.6054 11.6462
H: 24.1151 16.9158 13.2792
H: 10.7453 7.9480 14.3266
H: 17.0707 19.8804 14.0525
H: 17.7460 11.7942 7.9221
H: 17.0336 15.0188 7.7253
H: 25.3506 19.0768 10.5939
H: 17.4731 18.1562 13.7591
H: 18.9197 16.8115 7.6197
H: 17.3986 16.1258 11.6541
H: 12.7405 11.4551 10.9318
H: 21.0964 13.2275 13.2412
H: 18.4064 17.3507 9.9315
H: 17.3418 14.8454 9.4465
H: 23.4773 19.2975 12.9897
H: 15.1782 17.5933 16.4943
H: 22.8953 19.6060 8.0412
H: 21.5278 17.7257 12.7339
H: 10.3221 12.4492 10.3572
H: 18.5359 8.5456 14.7303
H: 20.5029 20.5021 14.4348
H: 19.5730 13.8304 13.3112
H: 11.3538 10.2379 10.3496
H: 19.2317 19.3805 13.7526
H: 13.3433 12.4500 12.2481
H: 16.7713 20.8851 11.5382
H: 15.0221 16.0173 13.1645
H: 16.3002 14.0938 11.2272
H: 25.1872 17.0783 11.9538
H: 21.6324 19.5197 11.7793
H: 19.9883 20.9471 17.7590
H: 14.1443 12.1301 16.3848
H: 9.1142 9.4627 12.3732
H: 19.7482 14.2087 9.2965
H: 15.2232 19.4640 16.5501
H: 10.1945 8.4215 11.4658
H: 17.5202 8.8315 16.1315
H: 15.6812 11.4123 14.3655
H: 18.8567 9.7299 16.0562
H: 16.6561 16.4033 8.8339
H: 24.5236 20.5115 11.2728
H: 20.9584 16.5779 11.4047
H: 21.6484 10.8988 13.9403
H: 9.6153 10.1675 9.9418
H: 12.5467 8.1006 12.4916
H: 21.8380 15.9918 12.7467
H: 13.8103 13.4577 15.1193
H: 18.3325 14.7070 11.9711
H: 20.7717 10.8596 15.4934
H: 16.2611 14.5239 18.3603
H: 18.6254 11.8172 11.8155
H: 16.8920 21.3543 16.9841
H: 11.6936 9.2681 15.0807
H: 16.0340 18.4342 17.8279
H: 10.0854 9.5374 14.8932
H: 18.6007 9.4450 11.2879
H: 18.9897 20.3494 11.2209
H: 23.8510 20.7451 8.9310
H: 15.5669 9.6622 14.7867
H: 15.7803 18.5602 14.1052
H: 19.3013 17.5146 14.7423
H: 16.0321 12.8764 18.0787
H: 14.4475 11.6872 10.1922
H: 14.1609 14.6871 12.4792
H: 23.5765 14.8522 11.6899
H: 19.3177 18.6346 10.9544
H: 17.7048 15.5976 13.4460
H: 20.3827 13.2805 14.7705
H: 17.0532 13.0048 13.2370
H: 22.2526 20.8670 10.8313
H: 19.4008 8.9878 12.7411
H: 10.0621 13.3792 13.5637
H: 14.6526 13.6430 18.7461
H: 16.0066 14.0063 14.9393
H: 17.7793 10.9820 9.4550
H: 15.9844 10.7655 15.9760
H: 11.5654 11.6459 15.0288
H: 20.2208 11.1562 11.6268
H: 12.9622 13.4234 16.6217
H: 21.1488 19.8296 10.1028
H: 9.0566 11.9293 11.5613
H: 16.6095 10.2867 12.5803
H: 15.5151 19.8975 10.9288
H: 10.4194 14.1676 12.0230
H: 17.2218 16.6055 15.6501
H: 25.1810 19.0576 13.0857
H: 20.4961 9.7125 14.2772
H: 11.6963 14.0352 13.2278
H: 19.2998 22.0990 16.6684
H: 12.4753 13.2348 10.9437
H: 20.9423 18.7650 16.0112
H: 17.7929 17.1558 17.2819